# 1
Below is 11 unconnected molecules or ions with the total composition C36H96O44P8S3 at a distorted geometry, with properties calculated with the ωB97M-V functional and the def2-TZVPD basis.

- max |F| (Eh/bohr) = 0.0975
- orbital gap (Eh) = 0.376
- SMILES = CCOP(=O)(OCC)OCC.CCOP(=O)(OCC)OCC.COP(=O)(OC)OC.COP(=O)(OC)OC.COP(=O)(OC)OC.COP(=O)(OC)OC.COP(=O)(OC)OC.COP(=O)(OC)OC.O=S1(=O)OCCO1.O=S1(=O)OCCO1.O=S1(=O)OCCO1
- total charge = 0
- electronic energy (eV) = -235806.9961

XYZ file:
```
187
Properties=species:S:1:pos:R:3:lowdin_charge:R:1
S 3.86 -3.72 -0.59 0.729
S -6.60 2.61 -1.51 0.727
S -3.63 -4.40 -2.88 0.722
P -0.04 -7.70 0.54 0.434
P -4.69 3.63 4.90 0.352
P 4.00 3.86 -5.39 0.459
P 2.54 5.99 1.85 0.568
P -1.60 -0.24 -0.19 0.565
P -1.75 -5.00 4.88 0.494
P 4.02 -0.93 3.82 0.430
P 0.67 -0.14 -6.74 0.521
O 2.06 7.46 2.38 -0.184
O -1.64 -7.74 0.29 -0.246
O 3.74 -2.28 -0.90 -0.262
O -6.51 3.68 -0.28 -0.203
O -1.42 -3.73 3.85 -0.233
O 3.10 4.06 -4.04 -0.225
O -3.45 -5.83 -2.06 -0.208
O 3.37 5.21 2.81 -0.240
O 2.56 -0.98 3.13 -0.271
O 3.29 4.39 -6.59 -0.251
O 0.61 -7.26 -0.87 -0.199
O -2.35 -3.72 -2.88 -0.233
O -2.57 -1.21 -1.11 -0.221
O 4.36 2.29 -5.35 -0.236
O -5.29 2.40 -2.14 -0.250
O 0.96 0.46 -5.22 -0.224
O -0.54 -1.26 -6.56 -0.200
O -2.26 0.82 0.61 -0.234
O -0.66 -1.31 0.59 -0.219
O 5.47 4.56 -5.13 -0.250
O -4.73 2.96 6.34 -0.214
O -0.12 1.07 -7.53 -0.200
O 0.18 -6.42 1.48 -0.237
O -4.89 2.51 3.82 -0.237
O 4.11 0.61 4.25 -0.215
O 3.75 -1.65 5.21 -0.206
O 2.77 -4.61 -0.93 -0.236
O -0.47 -4.96 5.97 -0.235
O -4.56 -3.81 -1.67 -0.232
O -4.47 -4.62 -4.04 -0.225
O -3.08 -4.91 5.50 -0.233
O -3.44 4.36 4.58 -0.231
O -6.83 1.42 -0.40 -0.216
O -1.43 -6.29 4.03 -0.227
O 3.39 6.39 0.51 -0.207
O 1.14 5.29 1.28 -0.181
O 4.64 -4.01 0.87 -0.210
O 1.84 -0.69 -7.41 -0.231
O -0.51 0.48 -1.23 -0.232
O 5.14 -4.24 -1.47 -0.191
O -7.81 2.77 -2.27 -0.226
O -6.07 4.42 4.89 -0.206
O 5.16 -1.50 3.02 -0.233
O 0.54 -8.94 1.13 -0.248
C -6.02 1.64 0.73 -0.170
C -6.12 5.78 5.25 -0.110
C 1.35 -0.33 3.68 -0.012
C 4.77 1.63 -6.53 -0.097
C 0.53 2.38 -7.72 -0.247
C 3.53 9.31 2.54 -0.066
C 2.72 7.09 -0.51 -0.292
C -5.19 -4.83 -0.91 -0.141
C 0.05 3.55 2.55 -0.058
C 3.29 -3.02 5.16 -0.092
C 0.90 3.90 1.33 -0.283
C 6.33 -3.99 -0.71 -0.177
C -4.04 -5.85 -0.81 -0.214
C 0.65 0.96 -0.73 -0.172
C 3.72 3.48 -2.81 -0.063
C -2.22 -8.87 -0.42 -0.076
C -6.29 3.12 0.97 -0.192
C -5.80 2.12 6.80 -0.078
C -1.52 -7.64 4.54 -0.062
C -3.75 1.66 3.51 -0.060
C -0.10 -2.43 0.01 -0.118
C 5.59 5.97 -4.72 -0.063
C 0.86 -1.18 -3.56 -0.058
C 1.81 -0.28 -4.34 -0.241
C -2.81 -0.94 -6.70 -0.089
C -0.10 -6.20 -1.54 -0.099
C 1.40 -5.99 2.04 -0.090
C 6.01 -3.64 0.74 -0.186
C 1.03 2.46 -9.13 -0.074
C -3.63 -0.70 -1.91 -0.086
C 4.08 1.66 3.32 -0.118
C 3.83 7.89 -1.18 -0.057
C -0.41 -3.90 6.91 -0.131
C 2.80 8.21 3.27 -0.317
C -2.39 -3.10 3.12 -0.141
C -1.69 -1.02 -5.70 -0.268
H 0.42 -1.98 -4.16 0.076
H 1.35 -6.19 3.11 0.090
H -1.94 -1.84 -5.03 0.105
H -3.34 -3.24 3.64 0.082
H -0.03 -0.64 -3.26 0.065
H -6.49 5.87 6.28 0.090
H 0.87 1.85 -1.32 0.092
H -6.08 -5.24 -1.37 0.132
H -2.85 -0.10 -7.40 0.079
H 0.52 3.93 3.45 0.080
H -5.03 1.29 0.46 0.105
H 4.05 -3.69 4.75 0.088
H -0.27 -3.37 0.53 0.082
H 6.05 -2.58 0.95 0.105
H -2.31 -2.01 3.19 0.083
H 0.99 -2.38 -0.08 0.077
H -2.33 -8.26 4.17 0.092
H -0.44 -2.59 -1.01 0.079
H -3.23 -0.21 -2.80 0.094
H -4.34 -1.46 -2.21 0.079
H 2.07 2.76 -9.08 0.075
H 1.43 -0.47 4.76 0.090
H 4.40 8.86 2.05 0.068
H -0.83 -2.96 6.54 0.087
H 0.43 3.55 0.41 0.106
H 2.91 9.66 1.71 0.078
H -0.88 -6.61 -2.18 0.084
H 5.37 6.64 -5.55 0.090
H -3.23 1.44 4.45 0.089
H 2.21 0.54 -3.73 0.102
H 1.98 7.73 -0.03 0.112
H 3.06 2.70 -2.43 0.070
H -6.41 1.66 6.03 0.087
H 1.04 1.43 -9.49 0.079
H 2.40 -3.16 4.55 0.080
H 2.27 6.34 -1.15 0.117
H -6.85 6.38 4.70 0.086
H 6.61 -4.14 1.50 0.141
H 5.38 2.24 -7.19 0.094
H -0.58 -8.18 4.37 0.094
H 4.58 7.25 -1.64 0.066
H 6.89 -3.18 -1.17 0.129
H -5.30 1.29 7.30 0.090
H -4.01 0.77 2.93 0.079
H 3.36 2.44 3.57 0.081
H 5.04 2.14 3.18 0.098
H 3.46 7.65 3.92 0.116
H 0.49 -0.76 3.17 0.085
H 3.82 1.18 2.38 0.084
H -5.44 -4.37 0.05 0.138
H 6.97 -4.87 -0.78 0.128
H 0.60 -3.84 7.30 0.080
H -2.32 -3.42 2.08 0.086
H 0.52 -5.43 -2.00 0.086
H -1.64 -0.07 -5.17 0.114
H -3.12 -9.19 0.11 0.088
H 2.28 -6.33 1.49 0.093
H 2.69 -0.65 -4.87 0.117
H 1.25 2.61 -6.93 0.093
H -0.61 -5.61 -0.79 0.060
H 1.32 -1.68 -2.71 0.066
H -5.19 6.33 5.11 0.088
H -7.09 3.47 1.63 0.137
H 1.58 0.71 3.45 0.064
H 3.39 8.60 -1.88 0.081
H -1.66 -7.58 5.62 0.083
H 3.83 4.30 -2.11 0.075
H -2.49 -8.59 -1.43 0.085
H 2.13 8.65 4.01 0.118
H 3.96 10.16 3.08 0.080
H -1.54 -9.72 -0.45 0.088
H 1.50 0.31 -0.94 0.088
H -5.45 3.74 1.29 0.132
H -4.41 -6.80 -0.42 0.134
H 4.71 3.03 -2.90 0.086
H -0.95 -4.11 7.83 0.084
H 4.89 6.16 -3.91 0.062
H -0.06 2.48 2.66 0.057
H -3.71 -0.68 -6.14 0.070
H 1.83 3.34 1.41 0.102
H 3.98 1.06 -7.02 0.081
H 1.56 -4.91 1.97 0.076
H -6.43 2.69 7.49 0.091
H -3.06 2.27 2.94 0.072
H 0.42 3.09 -9.78 0.077
H -0.96 3.97 2.62 0.074
H -6.35 1.04 1.58 0.133
H 5.48 0.88 -6.17 0.089
H -0.15 3.22 -7.65 0.115
H -4.27 0.06 -1.47 0.061
H 3.06 -3.47 6.12 0.084
H 4.33 8.55 -0.47 0.068
H -3.30 -5.50 -0.09 0.122
H -3.05 -1.88 -7.20 0.084
H 0.64 1.12 0.34 0.081
H 6.60 6.08 -4.34 0.089
```

# 2
Below is a molecular structure, C46H52F9GeO5P2S2Tc at a distorted geometry, with properties calculated with the ωB97M-V functional and the def2-TZVPD basis.

- max |F| (Eh/bohr) = 0.0584
- orbital gap (spin up / spin down) (Eh) = 0.282 / 0.170
- total charge = +3
- spin multiplicity = 4
- electronic energy (eV) = -182178.9172
- relative energy (zero: lowest compared OMol25 entry of this formula, charge and spin) (eV) = 0.522

XYZ file:
```
118
Properties=species:S:1:pos:R:3:lowdin_spin:R:1
Tc 0.80 -0.49 0.25 1.813
Ge 1.10 -0.37 -2.20 0.040
S 2.38 0.41 1.85 0.006
S 2.31 -3.13 0.59 0.012
P -1.59 -0.46 0.34 0.007
P 2.13 3.23 1.33 0.001
F -4.20 -6.63 -0.33 0.000
F -4.27 -5.96 -2.37 0.000
F -5.41 4.39 -2.26 0.000
F -4.41 0.88 6.28 0.000
F -3.66 4.65 -3.49 0.000
F -5.17 3.21 -4.05 0.000
F -5.86 -5.44 -1.02 0.000
F -2.48 1.82 6.52 0.000
F -2.72 -0.28 6.95 0.000
O 1.64 1.71 1.01 0.008
O 3.33 1.02 2.67 0.003
O 0.94 -2.48 0.20 0.096
O 1.22 -0.22 2.41 0.025
O 2.84 -0.40 0.73 0.021
C -0.10 -1.27 -3.62 0.289
C 0.98 4.21 0.27 0.000
C 5.26 -2.14 -3.70 0.033
C -3.63 -2.39 0.65 0.000
C 4.90 -0.84 -3.99 0.005
C -3.80 2.67 -2.21 0.000
C 2.15 -5.64 1.50 0.000
C -2.26 -0.85 4.32 0.001
C 1.65 -4.76 2.63 0.000
C 1.20 3.98 -1.22 0.000
C 3.93 3.32 0.88 0.000
C 4.24 2.41 -0.31 0.000
C -1.77 1.66 -1.45 0.003
C -0.47 3.93 0.67 0.000
C -1.96 -1.04 -5.10 0.055
C 1.81 5.11 3.34 0.000
C -3.80 -4.35 -0.72 0.000
C -2.41 2.63 -2.20 0.001
C 3.18 -2.46 -2.55 0.022
C -4.54 1.73 -1.51 0.000
C -4.55 -5.60 -1.12 0.000
C -1.04 -3.22 -4.63 0.032
C -1.91 -1.08 3.00 -0.001
C 3.68 -0.34 -3.58 0.032
C -2.44 -2.05 0.00 0.004
C 1.88 -4.88 0.22 -0.002
C -4.52 3.74 -3.01 0.000
C -2.57 1.17 2.42 -0.002
C 0.75 2.86 3.78 0.000
C -3.89 0.77 -0.75 0.000
C 2.25 -3.38 2.39 0.005
C -2.74 0.40 4.68 -0.002
C -1.97 -2.41 -5.27 0.179
C -1.92 -2.88 -0.98 0.002
C 1.92 3.60 3.13 0.000
C 4.36 4.76 0.63 0.000
C 2.83 -1.15 -2.84 0.089
C -2.08 -0.08 2.04 -0.002
C -0.99 -0.45 -4.29 0.081
C -2.60 -4.03 -1.35 0.000
C 4.41 -2.95 -2.96 0.008
C -2.50 0.73 -0.71 0.005
C -2.91 1.40 3.74 0.001
C -4.30 -3.54 0.29 0.000
C -3.10 0.70 6.13 0.000
C -0.08 -2.63 -3.81 0.104
H 3.98 1.38 -0.09 0.000
H 3.73 2.73 -1.21 0.000
H -0.69 1.62 -1.42 0.002
H -1.03 -4.28 -4.78 0.000
H -2.67 -0.41 -5.60 0.002
H 3.29 -3.33 2.71 0.000
H 0.74 1.80 3.50 0.000
H -1.54 -2.04 2.70 0.000
H 2.84 3.24 3.59 0.000
H 5.56 -0.20 -4.57 0.000
H 4.47 2.94 1.76 0.000
H 2.50 -3.09 -1.99 0.001
H 1.08 2.93 -1.48 0.000
H -2.73 1.94 1.68 0.000
H 1.96 -5.15 3.60 0.000
H 1.20 5.26 0.49 0.000
H -0.98 -2.62 -1.44 0.001
H 6.19 -2.54 -4.07 0.002
H 0.87 5.51 2.95 0.000
H 5.31 2.43 -0.51 0.000
H 0.56 -4.71 2.62 0.000
H 1.63 -6.60 1.50 0.000
H -5.22 -3.82 0.79 0.000
H 3.38 0.67 -3.84 0.001
H -1.85 3.35 -2.76 0.000
H 5.43 4.80 0.44 0.000
H -3.30 2.36 4.04 0.000
H -2.22 -4.67 -2.13 0.000
H -0.96 0.62 -4.19 0.003
H 0.85 2.92 4.86 0.000
H 2.18 4.31 -1.53 0.000
H -2.15 -1.63 5.06 0.000
H 1.70 -2.55 2.83 0.000
H -2.68 -2.86 -5.95 0.008
H -0.72 4.36 1.64 0.000
H -0.67 2.85 0.70 0.000
H 0.47 4.56 -1.78 0.000
H 4.17 5.40 1.49 0.000
H 4.68 -3.97 -2.74 0.000
H -5.62 1.76 -1.54 0.000
H -4.48 0.04 -0.21 0.000
H 2.63 5.65 2.87 0.000
H 1.19 1.03 -2.86 0.001
H 3.21 -5.84 1.61 0.000
H -4.03 -1.77 1.43 0.000
H -1.15 4.37 -0.05 0.000
H 1.84 5.34 4.40 0.000
H 0.66 -3.26 -3.35 0.003
H 2.45 -5.24 -0.62 0.000
H 3.86 5.19 -0.24 0.000
H 0.82 -4.85 -0.03 0.000
H -0.21 3.29 3.52 0.000
```

# 3
Below is 2 unconnected molecules or ions with the total composition C4H8O4 at a distorted geometry, with properties calculated with the ωB97M-V functional and the def2-TZVPD basis.

- max |F| (Eh/bohr) = 0.0940
- orbital gap (Eh) = 0.402
- SMILES = CC(=O)O.CC(=O)O
- total charge = 0
- electronic energy (eV) = -12468.1043
- relative energy (zero: lowest compared OMol25 entry of this formula, charge and spin) (eV) = 1.055

XYZ file:
```
16
Properties=species:S:1:pos:R:3:nbo_charge:R:1
O 2.56 -4.53 0.77 -0.600
O 2.49 -3.10 -1.01 -0.681
O -1.44 4.94 0.49 -0.614
O -2.17 3.90 -1.39 -0.664
C 0.63 -3.18 0.52 -0.730
C -1.17 2.62 0.31 -0.730
C 1.95 -3.71 0.09 0.782
C -1.56 3.92 -0.22 0.774
H -0.09 2.70 0.51 0.249
H -1.33 1.89 -0.49 0.224
H 0.85 -2.54 1.38 0.250
H 3.37 -3.53 -1.13 0.500
H -2.48 4.83 -1.57 0.504
H -0.15 -3.91 0.81 0.251
H -1.67 2.26 1.23 0.256
H 0.23 -2.55 -0.30 0.227
```